18
Properties=species:S:1:pos:R:3:forces:R:3:lowdin_charge:R:1 method="wB97M-V/def2-TZVPD" homo_ev=-7.433 smiles="C=CC/C=C/N.O" max_force_ha_per_bohr=0.110 e_lumo_ha=0.0363 e_above_lowest_kcal_mol=88.48 multiplicity=1 charge=0
C -2.00670 0.28295 -0.20195 -4.5157 2.5580 2.2388 -0.011
C -1.43550 0.97101 0.80444 2.7901 -4.2285 -1.9984 -0.183
C 0.03713 0.82101 1.04542 2.0799 -2.8379 1.3903 -0.282
C 0.72525 1.81373 0.22058 1.6269 1.1382 -2.4513 -0.159
C 0.70256 1.86255 -1.15396 -0.4026 -0.7182 3.9974 -0.223
N 1.56212 2.50018 -1.98224 -0.9875 -0.5467 -2.7679 0.046
H -3.14619 0.52858 -0.19345 1.7670 -0.6772 -0.5134 0.076
H -1.77225 -0.44553 -0.94198 1.1620 -0.1937 -0.0804 0.046
H -1.80961 1.50283 1.59940 -2.0458 1.5129 0.9141 0.074
H 0.40426 0.80419 2.12541 -1.1107 1.2066 -0.9425 0.116
H 0.59260 -0.22013 0.89965 -1.8746 1.3615 -0.7215 0.142
H 1.46962 2.40050 0.72868 0.3579 0.3992 0.0213 0.085
H -0.02729 1.24471 -1.64544 -0.1355 -0.1532 -0.3382 0.098
H 1.13397 2.51865 -2.91917 0.9549 0.4930 0.6536 0.099
H 2.10220 3.29390 -1.75562 0.3331 0.6867 0.5981 0.077
O 0.43474 -6.20845 1.24661 2.5589 -2.5183 0.4745 -0.109
H 1.18878 -6.91628 1.39919 -2.0597 2.3917 -0.2494 0.097
H -0.15571 -6.75440 0.72443 -0.4986 0.1259 -0.2250 0.012